3 unconnected molecules or ions with the total composition C18H34NO10PS2 at a distorted geometry, computed with ωB97M-V with the def2-TZVPD basis set.

Geometry as XYZ:
```
66
Properties=species:S:1:pos:R:3:forces:R:3:lowdin_charge:R:1
C 2.531 -1.150 1.807 -0.013 -0.055 0.266 0.03
C 3.083 -1.245 0.428 0.047 -0.023 -0.079 -0.45
O 3.477 -2.272 -0.045 0.407 0.025 0.066 0.16
N 3.235 -0.007 -0.342 -0.277 0.127 -0.162 0.04
C 4.403 -0.109 -1.211 0.005 -0.435 -0.238 -0.45
C 5.690 0.298 -0.551 -0.046 -0.417 0.461 0.02
O 4.335 -0.456 -2.353 -0.106 0.577 0.014 0.15
C 2.051 0.531 -1.007 -0.275 0.265 0.132 -0.26
C 1.208 1.534 -0.150 0.478 -0.197 -0.463 -0.25
C 1.992 2.865 -0.038 0.281 -0.334 0.146 -0.15
P 3.080 3.179 1.393 -0.336 1.380 0.188 0.42
O 2.749 4.475 2.007 0.005 -0.411 -0.185 -0.28
O 2.988 1.973 2.428 -0.052 -0.462 -0.228 -0.12
O 4.584 3.089 0.875 -0.089 -0.398 -0.048 -0.11
C -0.168 1.811 -0.823 -0.101 -0.129 0.426 -0.26
C -1.403 1.208 -0.130 -0.373 0.456 -0.103 -0.15
C -1.444 1.436 1.390 0.366 -0.286 -0.075 -0.26
C -1.228 0.140 2.172 -0.295 -0.066 0.181 -0.56
S -2.823 -0.731 2.266 -0.230 0.121 -0.216 0.73
C -0.129 1.468 -2.298 -0.171 0.824 0.263 -0.16
O -0.080 0.056 -2.531 0.278 -0.154 -0.070 -0.19
S 0.981 -0.786 -1.690 0.060 -0.182 -0.126 0.68
O 0.306 -1.376 -0.567 0.120 0.042 0.036 -0.24
O 1.681 -1.619 -2.606 -0.228 0.193 0.148 -0.22
H 3.169 -0.503 2.405 -0.028 0.141 -0.025 0.08
H 1.519 -0.754 1.813 -0.012 0.053 -0.010 0.06
H 2.532 -2.148 2.240 -0.113 0.007 -0.076 0.10
H 5.586 0.355 0.531 -0.004 0.122 -0.013 0.08
H 5.979 1.278 -0.934 0.098 -0.049 -0.028 0.09
H 6.462 -0.429 -0.792 0.062 0.113 -0.186 0.10
H 2.404 1.099 -1.869 0.065 -0.294 -0.161 0.13
H 1.105 1.088 0.835 -0.268 0.020 0.064 0.10
H 2.582 3.022 -0.948 -0.053 0.082 -0.032 0.10
H 1.309 3.712 0.020 -0.053 -0.045 0.025 0.10
H 2.132 1.993 2.878 0.180 0.061 0.208 0.09
H 4.617 2.942 -0.077 0.188 -0.037 0.094 0.06
H -0.328 2.892 -0.791 0.088 0.009 -0.015 0.14
H -2.260 1.725 -0.570 0.012 -0.097 -0.109 0.12
H -1.539 0.156 -0.369 0.115 -0.083 0.095 0.10
H -0.662 2.144 1.684 -0.063 0.120 -0.004 0.10
H -2.391 1.885 1.689 0.008 0.034 0.025 0.10
H -0.895 0.333 3.192 0.123 0.013 -0.041 0.07
H -0.531 -0.514 1.655 0.108 0.047 0.001 0.03
H -2.379 -1.945 2.599 0.119 -0.055 0.142 -0.17
H 0.723 1.970 -2.768 0.028 -0.204 -0.160 0.14
H -1.020 1.860 -2.782 -0.077 -0.357 -0.135 0.11
C -4.761 1.323 -4.911 0.027 0.106 0.142 -0.02
C -3.281 1.602 -4.998 -0.020 -0.061 -0.049 -0.49
C -2.543 1.006 -6.169 0.124 0.087 0.091 -0.02
O -2.714 2.270 -4.164 -0.006 0.042 0.037 0.05
H -5.173 1.803 -4.028 0.001 0.002 0.004 0.08
H -5.265 1.705 -5.800 -0.005 -0.084 -0.044 0.09
H -4.934 0.247 -4.852 -0.018 -0.011 -0.089 0.09
H -2.965 1.376 -7.105 -0.052 -0.076 -0.016 0.09
H -2.636 -0.081 -6.155 -0.064 -0.004 -0.059 0.09
H -1.491 1.276 -6.117 0.005 -0.002 0.003 0.08
C -4.308 -4.501 3.855 0.064 0.154 -0.047 -0.02
C -2.998 -4.374 4.594 -0.052 -0.047 0.008 -0.50
C -2.558 -5.567 5.407 0.121 0.117 0.034 -0.02
O -2.334 -3.365 4.538 0.067 -0.038 -0.023 0.05
H -4.515 -3.581 3.312 -0.002 0.005 0.003 0.07
H -4.262 -5.333 3.152 -0.045 -0.058 0.054 0.09
H -5.118 -4.690 4.561 -0.004 -0.089 -0.014 0.09
H -2.448 -6.439 4.760 -0.081 -0.036 0.021 0.09
H -3.304 -5.796 6.169 -0.039 -0.069 -0.048 0.09
H -1.607 -5.351 5.887 0.004 0.004 0.000 0.08
```
Forces are in eV/Å.

Computed properties:
DFT total energy = -72143.6187 eV
SMILES = CC(=O)N(C(C)=O)[C@@H]1[C@@H](CP(=O)(O)O)[C@H](CCCS)COS1(=O)=O.CC(C)=O.CC(C)=O
Charge = 0

=====

3 unconnected molecules or ions with the total composition C18H36BO7 at a distorted geometry, computed with ωB97M-V with the def2-TZVPD basis set.

Geometry as XYZ:
```
62
Properties=species:S:1:pos:R:3:forces:R:3:lowdin_charge:R:1
C 0.259 -0.945 3.739 0.099 0.363 -0.260 -0.11
C 0.034 0.235 2.784 0.352 -0.482 -0.152 -0.24
C -0.775 -0.152 1.535 0.477 0.472 0.156 -0.16
C -2.140 0.514 1.476 -0.277 -1.094 -1.267 -0.36
C -3.020 -0.118 0.333 0.200 0.912 0.044 -0.15
O -4.272 -0.381 0.891 -0.350 -0.458 -0.242 -0.05
B -4.138 -0.458 2.366 1.069 0.575 1.386 -0.78
C -5.346 0.242 3.244 -0.572 -0.343 -0.863 -0.07
C -6.393 0.965 2.411 0.108 0.462 0.367 -0.27
O -7.674 1.073 3.070 -0.044 -0.023 -0.389 -0.10
C -3.751 -1.962 2.935 -0.512 0.018 -0.929 -0.06
C -4.655 -3.125 2.429 0.084 0.139 0.480 -0.12
C -6.014 -2.681 1.949 -1.858 0.067 0.955 -0.51
O -7.010 -2.678 2.677 1.698 -0.278 -1.391 0.06
O -6.130 -2.306 0.651 -0.503 -0.332 0.504 0.08
O -2.891 0.387 2.617 -0.144 0.340 0.356 -0.01
H 1.146 -1.494 3.429 0.080 -0.227 -0.042 0.06
H 0.437 -0.596 4.751 -0.067 -0.082 0.255 0.06
H -0.583 -1.626 3.708 -0.224 -0.057 0.243 0.06
H -0.420 1.066 3.311 -0.261 0.114 0.026 0.10
H 1.021 0.558 2.452 0.124 0.287 0.052 0.09
H -0.218 0.175 0.658 -0.067 -0.108 -0.143 0.09
H -0.836 -1.239 1.470 -0.254 -0.170 0.049 0.11
H -1.962 1.550 1.157 -0.073 0.366 0.509 0.14
H -2.559 -0.997 -0.128 0.104 -0.263 0.138 0.11
H -3.144 0.632 -0.455 -0.021 -0.098 -0.231 0.11
H -4.905 0.962 3.931 0.225 -0.008 0.212 0.09
H -5.881 -0.507 3.830 -0.037 -0.184 0.108 0.09
H -6.558 0.502 1.446 -0.197 -0.258 -0.075 0.10
H -6.052 1.988 2.228 0.150 0.097 -0.284 0.11
H -7.461 1.154 3.997 -0.021 -0.031 0.401 0.05
H -3.740 -1.927 4.020 -0.009 -0.015 0.222 0.10
H -2.741 -2.184 2.594 0.242 -0.038 0.116 0.07
H -4.870 -3.830 3.226 0.026 -0.141 0.150 0.10
H -4.117 -3.675 1.662 -0.171 0.009 -0.353 0.11
H -5.318 -1.845 0.394 0.535 0.432 -0.002 0.08
C 3.038 0.152 -2.560 -0.193 -0.084 -0.021 -0.18
C 2.953 1.636 -2.221 0.021 0.022 0.093 -0.18
C 1.528 1.749 -1.692 -0.039 -0.043 -0.053 -0.20
O 1.221 0.493 -1.086 0.139 0.048 -0.163 -0.16
C 2.217 -0.468 -1.437 0.023 0.046 0.088 -0.20
H 4.054 -0.228 -2.601 0.073 0.024 0.015 0.09
H 2.561 -0.039 -3.525 0.008 -0.001 0.005 0.12
H 3.670 1.879 -1.433 -0.002 0.005 -0.007 0.11
H 3.145 2.290 -3.069 0.015 -0.015 -0.031 0.11
H 0.815 1.927 -2.505 0.024 0.050 -0.012 0.12
H 1.409 2.540 -0.950 -0.037 -0.026 0.032 0.12
H 2.837 -0.662 -0.554 0.028 -0.044 -0.032 0.12
H 1.728 -1.399 -1.726 -0.049 0.010 0.029 0.12
C 8.045 1.234 -4.096 0.011 -0.078 0.045 -0.17
C 7.451 0.548 -5.324 -0.002 0.076 -0.046 -0.17
C 6.064 0.170 -4.824 -0.003 -0.044 0.087 -0.21
O 5.693 1.169 -3.872 0.152 0.034 -0.076 -0.16
C 6.831 1.965 -3.538 -0.046 0.052 -0.068 -0.20
H 8.872 1.905 -4.324 -0.004 0.013 -0.017 0.11
H 8.397 0.487 -3.383 -0.002 0.007 0.006 0.11
H 7.374 1.259 -6.150 -0.006 -0.006 -0.003 0.11
H 8.024 -0.312 -5.668 0.005 -0.014 0.017 0.11
H 6.074 -0.805 -4.323 0.012 -0.019 -0.047 0.12
H 5.317 0.140 -5.618 -0.038 0.018 0.023 0.12
H 6.715 2.952 -3.999 0.046 0.014 0.020 0.12
H 6.871 2.093 -2.455 -0.048 -0.010 0.010 0.12
```
Forces are in eV/Å.

Computed properties:
DFT total energy = -34261.0988 eV
Charge = -1

=====

A molecular structure, C18H36BeFNO3P at a distorted geometry, computed with ωB97M-V with the def2-TZVPD basis set.

Geometry as XYZ:
```
61
Properties=species:S:1:pos:R:3:forces:R:3:lowdin_charge:R:1
C 3.373 -3.407 1.934 -0.357 -0.540 -0.570 -0.12
C 2.295 -2.720 1.069 0.739 -0.460 0.823 -0.32
P 1.019 -3.937 0.661 0.048 -0.807 -0.465 1.15
C 0.141 -4.581 2.088 -0.007 0.390 0.375 -0.32
C -0.022 -3.568 3.233 -0.254 -0.351 -0.020 -0.10
N -0.020 -3.543 -0.522 -0.280 1.885 0.242 -0.18
C -1.302 -2.843 -0.255 -0.585 -0.508 0.299 -0.15
C -1.145 -1.355 0.004 -0.452 0.382 -0.415 -0.17
C -2.248 -0.737 0.865 0.453 0.101 0.165 -0.19
C -1.680 0.325 1.817 -0.774 -0.307 -0.067 -0.19
C -2.664 1.474 2.065 0.544 0.304 0.525 -0.20
C -2.153 2.735 1.389 -0.511 0.102 -0.651 -0.19
C -2.109 2.506 -0.142 0.351 -0.038 0.112 -0.21
C -0.697 2.616 -0.714 -0.377 0.830 0.599 -0.24
C -0.261 4.079 -0.895 -0.148 -0.261 -0.571 -0.17
C 0.363 4.389 -2.267 -0.247 0.317 0.198 -0.18
C 1.626 5.214 -2.151 0.088 -0.234 -0.141 -0.24
O 2.691 4.479 -1.587 0.032 0.077 0.209 -0.18
C 3.296 3.558 -2.473 -0.019 0.169 0.076 -0.10
C 0.696 -3.133 -1.710 0.651 -0.604 0.429 -0.29
F 1.267 -1.897 -1.553 -0.213 0.457 -0.016 0.04
C -0.255 -3.108 -2.940 -1.171 -0.581 -2.254 -0.62
O -1.067 -2.159 -2.945 0.368 0.935 0.863 -0.04
O -0.093 -4.025 -3.724 0.406 -0.075 0.394 0.12
H 3.039 -3.590 2.946 0.076 0.200 0.297 0.07
H 3.601 -4.381 1.510 0.175 -0.176 -0.058 0.07
H 4.295 -2.847 1.898 0.099 0.304 0.280 0.08
H 1.809 -1.943 1.656 -0.188 0.377 -0.253 0.09
H 2.768 -2.325 0.183 -0.279 0.200 -0.333 0.09
H -0.836 -4.891 1.734 -0.074 -0.289 -0.161 0.09
H 0.666 -5.456 2.453 0.145 -0.228 -0.089 0.09
H 0.887 -3.033 3.466 0.149 0.186 0.043 0.06
H -0.305 -4.132 4.113 -0.013 -0.061 0.243 0.09
H -0.836 -2.882 3.033 -0.002 0.343 -0.142 0.07
H -1.982 -2.985 -1.083 0.043 -0.211 -0.251 0.13
H -1.778 -3.322 0.595 0.154 -0.143 0.291 0.11
H -0.159 -1.078 0.361 0.186 -0.172 0.263 0.10
H -1.239 -0.896 -0.981 0.396 0.095 -0.267 0.05
H -2.826 -1.484 1.403 -0.062 -0.138 0.163 0.12
H -2.941 -0.227 0.209 -0.350 -0.209 -0.143 0.09
H -0.785 0.735 1.362 0.271 0.003 0.092 0.09
H -1.409 -0.144 2.758 0.250 -0.063 0.137 0.11
H -2.776 1.645 3.131 -0.066 0.059 0.198 0.11
H -3.655 1.247 1.683 -0.170 -0.144 -0.057 0.12
H -2.797 3.576 1.623 -0.089 0.169 0.067 0.11
H -1.156 2.997 1.733 0.154 -0.022 0.241 0.11
H -2.755 3.204 -0.666 -0.185 0.115 -0.077 0.12
H -2.500 1.511 -0.343 -0.106 -0.050 -0.173 0.06
H -0.015 2.155 -0.005 0.292 -0.528 -0.318 0.11
H -0.662 2.089 -1.686 0.295 -0.009 0.024 -0.05
H -1.148 4.697 -0.793 -0.101 0.216 0.143 0.11
H 0.428 4.374 -0.112 0.160 -0.056 0.174 0.12
H -0.347 4.965 -2.856 -0.123 0.030 -0.172 0.12
H 0.553 3.479 -2.830 0.184 -0.211 -0.083 0.09
H 1.439 6.056 -1.493 0.068 0.197 0.132 0.13
H 1.915 5.606 -3.126 0.079 0.112 -0.189 0.12
H 4.339 3.821 -2.617 0.236 0.036 0.051 0.09
H 2.824 3.564 -3.451 -0.159 -0.056 -0.191 0.08
H 3.236 2.559 -2.052 0.003 -0.244 0.019 0.08
H 1.486 -3.846 -1.921 0.247 -0.134 0.060 0.15
Be -1.431 0.818 -3.084 0.017 -0.680 -0.102 0.72
```
Forces are in eV/Å.

Computed properties:
DFT total energy = -39276.0232 eV
Charge = +1